No. 1
Entry from the OMol25 dataset: a cluster of 2 separate species, C3H6O in total (the ωB97M-V functional and the def2-TZVPD basis).

```
10
Properties=species:S:1:pos:R:3:mulliken_charge:R:1
C -1.2060 3.7240 3.8292 -0.41
C -0.0384 4.2140 4.1738 -0.46
H -1.8441 3.2759 4.5912 0.20
H -1.5860 3.7888 2.8269 0.23
H 0.3392 4.0708 5.1685 0.21
H 0.6386 4.7564 3.5292 0.23
C 0.7173 -3.6443 -4.4056 -0.08
O 0.5066 -4.3547 -3.4639 -0.37
H 1.7389 -3.2936 -4.5798 0.22
H -0.1235 -3.3011 -5.0240 0.22
```

The value obtained for the energy above the lowest of the compared OMol25 structures with the same formula, charge and spin is 44.2 kcal/mol. As for the structure (SMILES): C=C.C=O. Its orbital gap is 11.19 eV.

***

No. 2
Entry from the OMol25 dataset: a structure of composition C7H19ClFO4PSb (the ωB97M-V functional and the def2-TZVPD basis).

```
34
Properties=species:S:1:pos:R:3:mulliken_charge:R:1
C 2.4647 -0.7005 -2.7435 -0.81
C 1.7076 0.6191 -2.9638 -0.48
C 0.1970 0.5300 -2.7131 -0.55
O -0.0647 -0.3761 -1.6816 0.04
C -1.2553 -0.2116 -0.9649 -1.20
Sb -1.0392 -0.6027 1.2229 0.80
Cl 1.4405 -0.2382 1.1116 -0.55
C -1.3395 1.5601 1.6588 -1.40
C -0.6568 2.1958 2.8586 0.57
C 0.6313 2.9179 2.5189 -1.22
F -0.3761 1.2543 3.8584 -0.34
P -0.5892 -3.0925 0.5811 0.70
O 0.6182 -3.3689 -0.2308 -0.65
O -1.9062 -3.7785 -0.0919 -0.57
O -0.5932 -3.9584 1.9589 -0.57
H 2.7463 -1.1649 -3.6891 0.29
H 1.8788 -1.4106 -2.1676 0.13
H 3.3805 -0.5252 -2.1801 0.27
H 1.8417 0.9396 -3.9998 0.37
H 2.1276 1.3991 -2.3307 0.23
H -0.1872 1.5236 -2.4509 0.34
H -0.3232 0.2325 -3.6365 0.29
H -2.0296 -0.8923 -1.3420 0.31
H -1.6348 0.8139 -1.0325 0.53
H -0.8734 -1.0681 2.8677 -0.07
H -2.7719 -0.8946 1.2644 -0.10
H -0.9881 2.0784 0.7648 0.40
H -2.4199 1.6958 1.7139 0.44
H -1.3424 2.9051 3.3329 0.21
H 1.1814 3.1290 3.4350 0.37
H 0.3930 3.8546 2.0151 0.33
H 1.2511 2.3075 1.8662 0.23
H -1.7984 -3.6790 -1.0400 0.32
H 0.3294 -3.9943 2.2297 0.32
```

Its charge is -1. The value obtained for the energy above the lowest of the compared OMol25 structures with the same formula, charge and spin is 0.0 kcal/mol. Its orbital gap is 7.56 eV.

***

No. 3
Entry from the OMol25 dataset: an isolated molecule of C4H4BrCl (the ωB97M-V functional and the def2-TZVPD basis).

```
10
Properties=species:S:1:pos:R:3:mulliken_charge:R:1
C 1.8942 0.4659 -0.1240 -1.17
C -0.7063 0.3413 0.2571 -0.19
C -1.7560 -0.3605 0.1265 -0.41
C 0.7693 -0.3005 -0.0165 0.77
Cl 0.7568 -2.0684 0.0457 -0.21
Br -3.5802 0.2131 -0.0293 -0.15
H 2.8614 0.1305 -0.3413 0.37
H 1.8636 1.4932 -0.2659 0.34
H -0.5942 1.4424 0.2218 0.27
H -1.5084 -1.3569 0.1260 0.36
```

Its multiplicity is 3. Its orbital gap (alpha / beta) is 6.92 / 7.28 eV. Its expectation value of S² is 2.02.

***

No. 4
Entry from the OMol25 dataset: a structure of composition C4H12NO (the ωB97M-V functional and the def2-TZVPD basis).

```
18
Properties=species:S:1:pos:R:3:mulliken_charge:R:1
C -1.4233 1.0546 -1.6794 -1.24
C -0.4780 0.5954 -0.5990 0.43
C 0.9125 1.2317 -0.3926 -0.05
C -0.3206 1.5077 0.6152 -0.53
O 1.7384 -0.6808 0.8313 -0.53
N -0.1177 -2.8629 1.1799 -0.61
H -2.4587 0.6360 -1.5572 0.36
H -1.0256 0.6927 -2.6785 0.33
H -1.4335 2.1891 -1.7488 0.27
H -0.4761 -0.4593 -0.3534 0.37
H 1.5790 0.2691 0.1031 0.16
H 1.2211 2.0930 -1.0177 0.38
H -0.2618 1.0152 1.5816 0.26
H -0.6386 2.5607 0.6320 0.29
H 2.6718 -0.7099 1.1021 0.31
H 0.6995 -2.2563 1.1463 0.22
H 0.1259 -3.7240 0.6436 0.28
H -0.3144 -3.1521 2.1917 0.29
```

Its charge is +1. The value obtained for the energy above the lowest of the compared OMol25 structures with the same formula, charge and spin is 178.3 kcal/mol. Its orbital gap is 4.54 eV.

***

No. 5
Entry from the OMol25 dataset: the ion CH4N3 with charge +1 (the ωB97M-V functional and the def2-TZVPD basis).

```
8
Properties=species:S:1:pos:R:3:mulliken_charge:R:1
H 0.8804 0.9881 0.3016 0.30
N 0.2418 1.2258 1.0422 -0.28
C -0.7225 0.4587 0.7655 0.07
N -0.6910 -0.3198 -0.3429 0.04
N 0.3183 -0.6597 -0.9888 -0.14
H -1.5755 0.3703 1.4117 0.39
H 1.3212 -0.7443 -0.5260 0.33
H 0.2274 -1.3192 -1.6633 0.28
```

Its charge is +1. The value obtained for the energy above the lowest of the compared OMol25 structures with the same formula, charge and spin is 90.6 kcal/mol. As for the structure (SMILES): [H]/N=C\N=[NH2+]. Its orbital gap is 8.84 eV.

***

No. 6
Entry from the OMol25 dataset: an isolated molecule of C3HNO (the ωB97M-V functional and the def2-TZVPD basis).

```
6
Properties=species:S:1:pos:R:3:mulliken_charge:R:1
C 1.6293 0.0667 -0.0452 -0.33
C 0.4728 0.4457 -0.0332 0.16
O -0.7342 0.8710 -0.0339 -0.38
C -1.5891 -0.0794 0.0199 0.48
N -2.3546 -0.9329 -0.0527 -0.33
H 2.5758 -0.3711 0.1452 0.40
```

The value obtained for the energy above the lowest of the compared OMol25 structures with the same formula, charge and spin is 62.1 kcal/mol. As for the structure (SMILES): C#COC#N. Its orbital gap is 11.12 eV.

***

For reference, largest force on an atom by record: 0.8, 0.9, 10.3, 7.3, 6.4, 5.6 eV Å⁻¹.